1.
The following is a quantum chemistry calculation of a gas-phase ion, C7H13N2OS (charge +1) at a distorted geometry, from the OMol25 dataset.

As for the SMILES: C#[N+]C(N)=S(=O)=C(CC)CC. As for the charge: +1.

Bonds (Å) are listed after each position.
CARTESIAN COORDINATES (ANGSTROEM)
1 C -2.560 -0.502 1.334  H5 1.067, H6 1.071, C21 1.563, H24 1.004
2 C -0.181 1.565 -1.414  S3 1.957, N13 1.330, N14 1.282
3 S -0.788 -0.295 -1.347  C2 1.957, O4 1.463, C18 1.939
4 O 0.163 -0.900 -2.280  S3 1.463
5 H -2.969 -0.106 0.431  C1 1.067
6 H -2.305 0.199 2.101  C1 1.071
7 H 2.542 -0.558 -1.233  C10 1.047
8 H 1.390 -2.050 0.037  C19 1.114
9 H -0.987 -1.771 2.164  C21 1.126
10 C 2.525 -0.378 -0.202  H7 1.047, H15 1.080, C19 1.507, H22 1.145
11 H -0.188 1.918 1.888  C23 1.083
12 H -1.590 -2.174 0.514  C21 1.085
13 N -0.306 2.098 -0.202  C2 1.330, C23 1.254
14 N 0.290 2.120 -2.469  C2 1.282, H17 1.016, H20 1.018
15 H 3.381 -0.856 0.251  C10 1.080
16 H 1.632 -1.314 1.588  C19 1.180
17 H 0.519 3.110 -2.442  N14 1.016
18 C -0.115 -0.516 0.458  S3 1.939, C19 1.550, C21 1.587
19 C 1.348 -1.028 0.479  H8 1.114, C10 1.507, H16 1.180, C18 1.550
20 H 0.343 1.544 -3.307  N14 1.018
21 C -1.266 -1.360 1.154  C1 1.563, H9 1.126, H12 1.085, C18 1.587
22 H 2.599 0.761 -0.109  C10 1.145
23 C -0.141 1.501 0.889  H11 1.083, N13 1.254
24 H -3.337 -1.010 1.717  C1 1.004



2.
The following is a quantum chemistry calculation of 2 unconnected molecules or ions with the total composition C4H12, from the OMol25 dataset.

As for the SMILES: CC.CC. As for the charge: 0.

Bonds (Å) are listed after each position.
CARTESIAN COORDINATES (ANGSTROEM)
1 H 1.093 2.768 -0.672  C12 1.095
2 H -1.565 -0.384 0.717  C16 1.096
3 H -1.892 -1.890 1.513  C16 1.086
4 H 0.942 -0.980 0.767  C15 1.091
5 H 0.187 1.453 -2.632  C8 1.089
6 H 1.471 0.502 -1.884  C8 1.090
7 H 0.850 1.410 0.388  C12 1.093
8 C 0.495 0.957 -1.712  H5 1.089, H6 1.090, H10 1.096, C12 1.511
9 H 0.007 -2.134 -0.174  C15 1.090
10 H -0.208 0.121 -1.614  C8 1.096
11 H -0.540 2.244 -0.311  C12 1.088
12 C 0.466 1.884 -0.520  H1 1.095, H7 1.093, C8 1.511, H11 1.088
13 H 0.503 -2.535 1.460  C15 1.092
14 H -1.010 -0.607 2.350  C16 1.090
15 C 0.144 -1.722 0.826  H4 1.091, H9 1.090, H13 1.092, C16 1.518
16 C -1.130 -1.124 1.397  H2 1.096, H3 1.086, H14 1.090, C15 1.518



3.
The following is a quantum chemistry calculation of 9 unconnected molecules or ions with the total composition C16H42BF4N2O6 at a distorted geometry, from the OMol25 dataset.

As for the charge: -1.

Bonds (Å) are listed after each position.
CARTESIAN COORDINATES (ANGSTROEM)
1 N -2.485 5.257 -2.882  C38 1.164
2 H -0.282 4.149 -1.122  C9 1.046
3 H -0.151 -4.204 -4.175  C28 0.930
4 C -5.536 -2.586 1.072  H5 1.022, C18 1.612, H22 0.925, H42 1.009
5 H -5.508 -3.575 1.327  C4 1.022
6 H 5.196 -1.791 -1.463  C36 1.025
7 H 1.675 -1.920 -3.436  C31 1.010
8 H 0.292 -3.858 2.351  C30 1.119
9 C -1.193 3.669 -1.307  H2 1.046, H32 1.113, C38 1.434, H62 0.898
10 F 0.187 1.115 0.195  B58 1.438
11 H -0.909 -6.071 1.378  C69 1.126
12 H -0.062 4.823 4.660  C17 1.098
13 H 1.768 2.886 2.722  C61 1.180
14 C -1.760 0.267 4.109  C16 1.538, N70 1.080
15 H 1.005 -3.480 -5.072  C28 0.982
16 C -2.564 1.454 3.551  C14 1.538, H37 1.071, H45 1.035, H46 1.158
17 C 0.779 4.444 4.064  H12 1.098, H29 1.157, H54 0.986, C61 1.552
18 C -4.112 -1.841 0.945  C4 1.612, O33 1.334, H35 1.060, H59 1.160
19 H -0.339 -1.026 -3.133  O39 1.022
20 C 3.496 2.689 -2.819  H24 1.131, O47 1.392, C53 1.426, H68 1.058
21 H 1.712 -1.345 -0.822  O60 1.018
22 H -5.951 -2.575 0.245  C4 0.925
23 H -0.597 -2.737 0.141  O52 1.049
24 H 3.576 2.426 -3.916  C20 1.131
25 H -1.108 -5.463 3.078  C69 0.953
26 O -0.212 3.349 2.066  C61 1.461, H65 0.956
27 H -2.442 -5.357 2.117  C69 1.237
28 C 0.697 -3.823 -4.205  H3 0.930, H15 0.982, C31 1.535, H43 1.055
29 H 1.049 5.133 3.174  C17 1.157
30 C -0.663 -3.915 1.770  H8 1.119, H40 1.185, O52 1.429, C69 1.536
31 C 0.882 -2.543 -3.378  H7 1.010, C28 1.535, O39 1.470, H50 1.210
32 H -1.636 3.329 -0.344  C9 1.113
33 O -4.323 -0.598 0.508  C18 1.334, H71 1.027
34 H 3.245 -0.137 -2.041  C57 1.129
35 H -3.503 -2.539 0.430  C18 1.060
36 C 4.978 -0.871 -1.067  H6 1.025, C57 1.595, H64 1.070, H66 1.088
37 H -2.440 2.374 4.085  C16 1.071
38 C -1.831 4.502 -2.284  N1 1.164, C9 1.434
39 O -0.075 -1.584 -3.948  H19 1.022, C31 1.470
40 H -1.265 -3.032 2.283  C30 1.185
41 H 4.945 3.687 -2.120  O47 0.978
42 H -5.878 -1.969 1.793  C4 1.009
43 H 1.349 -4.569 -3.843  C28 1.055
44 H 2.454 3.054 -1.118  C53 1.130
45 H -2.351 1.332 2.546  C16 1.035
46 H -3.660 1.083 3.520  C16 1.158
47 O 4.086 3.916 -2.527  C20 1.392, H41 0.978
48 F -0.495 0.264 -1.850  B58 1.326
49 H 1.536 3.496 -2.522  C53 1.033
50 H 0.978 -2.654 -2.177  C31 1.210
51 F -0.134 -1.075 -0.199  B58 1.332
52 O -0.752 -3.753 0.353  H23 1.049, C30 1.429
53 C 2.219 2.795 -2.193  C20 1.426, H44 1.130, H49 1.033, H56 1.010
54 H 1.464 4.391 4.771  C17 0.986
55 F -1.940 0.225 -0.030  B58 1.457
56 H 1.864 1.857 -2.314  C53 1.010
57 C 3.435 -0.478 -0.982  H34 1.129, C36 1.595, O60 1.372, H67 1.158
58 B -0.575 0.137 -0.533  F10 1.438, F48 1.326, F51 1.332, F55 1.457
59 H -3.443 -1.781 1.891  C18 1.160
60 O 2.685 -1.570 -0.624  H21 1.018, C57 1.372
61 C 0.718 3.170 3.179  H13 1.180, C17 1.552, O26 1.461, H63 1.011
62 H -0.907 2.997 -1.830  C9 0.898
63 H 0.517 2.381 3.779  C61 1.011
64 H 5.178 -1.002 -0.024  C36 1.070
65 H 0.037 2.608 1.516  O26 0.956
66 H 5.456 0.044 -1.409  C36 1.088
67 H 3.339 0.412 -0.247  C57 1.158
68 H 4.123 1.956 -2.385  C20 1.058
69 C -1.207 -5.302 2.144  H11 1.126, H25 0.953, H27 1.237, C30 1.536
70 N -1.132 -0.578 4.348  C14 1.080
71 H -3.484 -0.069 0.241  O33 1.027



4.
The following is a quantum chemistry calculation of 2 unconnected molecules or ions with the total composition CH4O3S at a distorted geometry, from the OMol25 dataset.

As for the charge: 0.

Bonds (Å) are listed after each position.
CARTESIAN COORDINATES (ANGSTROEM)
1 H 1.500 1.587 0.092  O5 1.053
2 H -0.544 -2.224 -1.876  C7 1.092
3 O 1.928 -0.182 -0.224  S9 1.497
4 H 1.086 -1.859 -2.536  C7 1.053
5 O 1.037 2.383 -0.419  H1 1.053, O6 1.418
6 O -0.171 1.742 -0.793  O5 1.418, H8 0.969
7 C 0.366 -1.624 -1.805  H2 1.092, H4 1.053, S9 1.615
8 H -0.226 1.991 -1.728  O6 0.969
9 S 0.612 -0.874 -0.396  O3 1.497, C7 1.615



5.
The following is a quantum chemistry calculation of C6H10O in the gas phase, from the OMol25 dataset.

As for the SMILES: C=C(O)[C@H]1C[C@@H]1C. As for the charge: 0.

Bonds (Å) are listed after each position.
CARTESIAN COORDINATES (ANGSTROEM)
1 H 0.704 -1.899 2.942  C11 1.089
2 H -1.470 1.243 -0.313  C15 1.088
3 C -0.520 -0.725 -0.751  H4 1.087, C8 1.513, H13 1.085, C15 1.499
4 H -1.241 -1.299 -0.175  C3 1.087
5 O -0.108 0.663 2.421  C7 1.362, H17 0.971
6 H 1.456 0.184 -0.271  C8 1.090
7 C 0.324 -0.291 1.549  O5 1.362, C8 1.507, C11 1.338
8 C 0.433 0.091 0.095  C3 1.513, H6 1.090, C7 1.507, C15 1.513
9 H -0.906 1.347 -2.841  C12 1.098
10 H 0.201 2.442 -2.004  C12 1.096
11 C 0.673 -1.529 1.918  H1 1.089, C7 1.338, H16 1.083
12 C -0.121 1.397 -2.076  H9 1.098, H10 1.096, H14 1.097, C15 1.525
13 H -0.162 -1.223 -1.646  C3 1.085
14 H 0.732 0.826 -2.465  C12 1.097
15 C -0.604 0.771 -0.772  H2 1.088, C3 1.499, C8 1.513, C12 1.525
16 H 0.932 -2.222 1.128  C11 1.083
17 H -0.322 0.222 3.259  O5 0.971



6.
The following is a quantum chemistry calculation of a gas-phase ion, C7H16F2N2P (charge +1) at a distorted geometry, from the OMol25 dataset.

As for the SMILES: C[NH2+][C@@H]1CC[C@@H](C(F)(F)P)NC1. As for the charge: +1.

Bonds (Å) are listed after each position.
CARTESIAN COORDINATES (ANGSTROEM)
1 C -0.830 2.782 2.067  F7 1.318, C14 1.792, F19 1.298, P27 1.871
2 H -0.188 2.361 -0.288  C14 1.082
3 H 1.948 -2.492 0.398  C4 1.113
4 C 1.879 -2.631 -0.704  H3 1.113, N10 1.508, H23 1.147, H24 1.130
5 H 0.935 0.893 1.852  N25 1.021
6 H -2.454 1.262 0.030  C20 1.120
7 F 0.169 3.599 2.336  C1 1.318
8 C -1.031 -0.156 -0.524  C11 1.511, H15 1.111, C20 1.527, H22 1.114
9 H 1.149 0.588 -1.095  C16 1.120
10 N 0.584 -1.997 -1.145  C4 1.508, C11 1.563, H12 1.072, H28 0.975
11 C 0.226 -0.884 -0.107  C8 1.511, N10 1.563, H13 1.081, C16 1.505
12 H 0.957 -1.441 -1.981  N10 1.072
13 H 0.073 -1.399 0.832  C11 1.081
14 C -0.433 1.813 0.613  C1 1.792, H2 1.082, C20 1.488, N25 1.423
15 H -1.918 -0.797 -0.717  C8 1.111
16 C 1.209 0.252 -0.029  H9 1.120, C11 1.505, H21 1.118, N25 1.425
17 H -2.276 4.844 2.350  P27 1.396
18 H -1.985 0.520 1.543  C20 1.153
19 F -0.798 1.953 3.065  C1 1.298
20 C -1.546 0.830 0.523  H6 1.120, C8 1.527, C14 1.488, H18 1.153
21 H 2.259 0.005 0.265  C16 1.118
22 H -0.671 0.450 -1.386  C8 1.114
23 H 2.707 -1.937 -1.088  C4 1.147
24 H 1.969 -3.685 -1.102  C4 1.130
25 N 0.848 1.265 0.906  H5 1.021, C14 1.423, C16 1.425
26 H -1.888 3.968 0.535  P27 1.383
27 P -2.476 3.607 1.734  C1 1.871, H17 1.396, H26 1.383
28 H -0.155 -2.607 -1.324  N10 0.975



no.,E_tot (hartree)
1,-857.0577
2,-159.5848
3,-1620.0199
4,-664.2446
5,-309.7972
6,-926.5697